[1]
DFT (ωB97M-V/def2-TZVPD) results for a cluster of 9 separate species, C24H52BN4O24 in total.

```
105
Properties=species:S:1:pos:R:3:lowdin_charge:R:1
O -1.60335 -1.92059 -1.33891 0.103
C -0.85723 -0.94207 -1.40582 -0.369
O 0.21220 -0.84028 -0.63948 0.222
B 0.68532 0.54970 -0.67993 -0.775
O -0.22382 1.19120 -1.71647 0.219
C -1.12580 0.33733 -2.10163 -0.326
O -2.03844 0.63872 -2.96715 0.054
O 2.18692 0.69127 -0.93070 0.170
C 2.78162 0.78707 0.24360 -0.303
O 4.04219 0.78303 0.38985 0.070
C 1.64185 1.03151 1.34566 -0.319
O 0.47923 1.07970 0.70201 0.213
O 1.86965 1.18781 2.55832 0.095
C 0.66453 -3.57478 -3.52013 0.044
N 2.05700 -3.23169 -3.84161 -0.408
O 2.85822 -4.07304 -4.32276 0.027
O 2.45412 -2.07349 -3.74631 0.061
H 0.51153 -3.26686 -2.48578 0.083
H 0.54762 -4.65422 -3.61617 0.092
H -0.02272 -3.00437 -4.14496 0.116
C -3.72189 2.79684 -4.64802 0.041
N -2.50125 3.67170 -4.70599 -0.467
O -1.52720 3.10960 -5.18022 0.050
O -2.62093 4.81723 -4.51823 0.089
H -3.69471 1.98300 -5.37261 0.097
H -4.53549 3.41733 -5.02374 0.091
H -3.79873 2.47630 -3.60905 0.068
C -0.84250 -5.45570 -0.83929 0.038
N -1.77473 -6.49109 -0.27663 -0.394
O -1.28560 -7.57710 0.10136 0.038
O -2.98933 -6.23922 -0.32395 0.047
H -0.09425 -5.00359 -0.18827 0.072
H -1.38552 -4.53406 -1.04857 0.078
H -0.43768 -5.97970 -1.70511 0.097
C 6.08559 2.17205 2.64562 0.048
N 6.49371 0.71367 2.46145 -0.434
O 5.56918 -0.00832 2.73236 0.040
O 7.58979 0.35280 2.11589 0.067
H 6.86663 2.77716 3.10597 0.084
H 5.20810 2.29859 3.27973 0.094
H 5.87554 2.46658 1.61740 0.090
C 0.82960 4.34597 -2.07900 -0.125
O 1.81865 4.95864 -2.81021 -0.188
C 2.50408 4.10058 -3.76338 -0.161
C 3.44964 3.06082 -3.15715 -0.232
O 4.02372 2.19242 -4.09916 -0.161
C 4.53798 0.96335 -3.45752 -0.049
H 1.29898 3.63790 -1.39605 0.084
H 0.13591 3.80882 -2.72581 0.083
H 0.30374 5.14114 -1.55054 0.078
H 3.01539 4.80859 -4.41559 0.124
H 1.70895 3.57059 -4.28777 0.119
H 2.79308 2.47776 -2.51135 0.097
H 4.09714 3.70830 -2.56587 0.131
H 5.55868 1.10624 -3.10277 0.081
H 4.51722 0.12215 -4.15037 0.078
H 3.96171 0.66717 -2.58100 0.060
C -3.43866 2.61241 -0.81726 -0.071
O -4.09504 2.24419 0.41002 -0.176
C -4.36423 3.30623 1.27089 -0.217
C -3.15166 3.81016 2.14008 -0.162
O -1.94928 3.96547 1.34638 -0.211
C -1.63440 5.29200 0.86067 -0.079
H -3.89396 3.50310 -1.25025 0.091
H -3.65805 1.72934 -1.41739 0.071
H -2.35633 2.70367 -0.72597 0.083
H -5.11683 3.00693 2.00036 0.120
H -4.72326 4.19586 0.75344 0.110
H -2.90570 3.04459 2.87596 0.120
H -3.47079 4.73752 2.61575 0.109
H -0.68238 5.56306 1.31705 0.084
H -2.42398 6.01426 1.06802 0.083
H -1.43881 5.24694 -0.21069 0.059
C -5.27215 -0.99030 0.15580 -0.091
O -4.70350 -1.69672 1.25822 -0.206
C -4.18700 -3.04635 0.98191 -0.150
C -3.27547 -3.50032 2.15823 -0.194
O -3.87011 -3.02731 3.38102 -0.204
C -3.05845 -3.51112 4.57231 -0.041
H -5.44383 0.06232 0.38078 0.075
H -6.15918 -1.54919 -0.14239 0.078
H -4.54419 -1.12205 -0.64472 0.075
H -3.61492 -3.10793 0.05615 0.097
H -5.05231 -3.70915 0.97680 0.117
H -2.28322 -3.05436 2.09005 0.103
H -3.20653 -4.58293 2.26461 0.111
H -3.62027 -3.21963 5.45971 0.075
H -2.01527 -3.19510 4.56817 0.073
H -3.14199 -4.59720 4.61161 0.072
C 4.83510 -2.35456 4.67846 -0.106
O 3.47968 -2.80342 4.39895 -0.202
C 2.68712 -1.73525 3.79788 -0.151
C 1.10637 -2.02771 3.88807 -0.201
O 0.70100 -3.21640 3.28827 -0.199
C 0.67582 -3.22063 1.81377 -0.059
H 5.39042 -2.17774 3.75735 0.065
H 5.27926 -3.25461 5.10360 0.078
H 4.91125 -1.52867 5.38572 0.082
H 2.84877 -1.87554 2.72910 0.100
H 3.00588 -0.75587 4.15470 0.109
H 0.48636 -1.17051 3.62562 0.117
H 0.88628 -2.32497 4.91340 0.116
H -0.00665 -2.45125 1.45267 0.082
H 0.64452 -4.27029 1.52164 0.069
H 1.66637 -3.09150 1.37760 0.079
```

The frontier orbital gap comes out at 8.741 eV. The total charge is -1. As for the multiplicity: 1.

[2]
DFT (ωB97M-V/def2-TZVPD) results for a structure of composition C24H52BrFNSi3.

```
82
Properties=species:S:1:pos:R:3:lowdin_charge:R:1
C 9.08287 -2.16978 -1.38910 0.019
C 7.90131 -2.09640 -1.13075 -0.222
Si 6.09267 -2.46672 -0.64669 0.225
Br 5.77872 -1.48624 1.39603 0.346
C 5.83861 -4.35457 -0.34089 -0.256
C 6.93732 -5.24811 -1.06001 -0.236
F 7.85258 -5.80314 -0.10507 -0.105
C 4.88131 -1.77136 -1.93706 -0.303
C 3.34833 -1.94387 -1.46957 -0.259
C 2.74794 -0.53643 -1.00804 -0.230
C 1.43873 -0.67504 -0.14080 -0.198
C 0.14917 -1.09930 -0.99590 -0.191
C -1.11654 -0.18076 -0.71428 -0.202
C -2.32425 -0.95863 -0.02690 -0.185
C -2.96084 -2.03122 -1.04661 -0.209
C -2.98853 -3.49818 -0.47108 -0.209
C -4.25422 -3.86923 0.40932 -0.213
C -5.60943 -3.16631 0.01579 -0.212
C -6.35237 -3.70076 -1.28346 -0.209
C -5.58693 -4.76649 -2.16539 -0.242
C -4.71026 -4.06666 -3.32302 -0.118
H 10.14190 -2.34252 -1.68724 0.049
H 4.82934 -4.66022 -0.73554 0.079
H 5.95127 -4.55322 0.76882 0.081
H 7.49671 -4.72390 -1.87994 0.096
H 6.42082 -6.13186 -1.53996 0.112
H 5.02715 -2.22879 -2.96125 0.082
H 5.09303 -0.65734 -1.99921 0.083
H 2.78766 -2.30056 -2.38427 0.105
H 3.29413 -2.71692 -0.65307 0.085
H 2.62036 0.15147 -1.89785 0.122
H 3.56722 -0.05682 -0.38293 0.090
H 1.65112 -1.42018 0.68634 0.110
H 1.28846 0.31764 0.38441 0.107
H 0.45201 -0.96977 -2.07798 0.104
H -0.06861 -2.18862 -0.76378 0.106
H -0.78275 0.62193 0.00589 0.090
H -1.40695 0.32650 -1.67277 0.112
H -2.00931 -1.48174 0.91672 0.109
H -3.12465 -0.19558 0.22039 0.106
H -3.93305 -1.66027 -1.46519 0.091
H -2.23619 -2.04846 -1.92351 0.104
H -2.86192 -4.30979 -1.23900 0.083
H -2.08636 -3.58774 0.21513 0.104
H -4.41617 -4.99183 0.40106 0.101
H -4.06050 -3.61666 1.49990 0.108
H -6.31910 -3.32809 0.88917 0.104
H -5.47286 -2.04285 -0.03179 0.100
H -6.52332 -2.80003 -1.95488 0.101
H -7.37995 -4.07683 -1.01980 0.098
H -5.01536 -5.54580 -1.59778 0.090
H -6.38927 -5.33402 -2.73681 0.095
H -3.62223 -4.32840 -3.26919 0.057
H -4.91302 -2.95872 -3.34933 0.066
H -5.07122 -4.45699 -4.32702 0.067
C 1.89105 6.31055 4.26927 -0.218
Si 0.30345 5.96819 3.29764 0.197
C -0.56246 7.62836 3.07356 -0.211
C -0.77370 4.87167 4.39003 -0.211
N 0.72063 5.22873 1.81517 -0.252
Si -0.45711 4.76960 0.66805 0.194
C -1.45171 6.22946 0.00727 -0.209
C -1.65598 3.47473 1.32697 -0.210
C 0.41802 3.99275 -0.82170 -0.212
H 1.65277 6.78301 5.22967 0.005
H 2.42755 5.38039 4.47329 0.010
H 2.54967 6.98136 3.71239 0.010
H -0.61349 8.16362 4.02959 0.008
H -1.58703 7.50570 2.71654 -0.001
H -0.01761 8.25726 2.36542 0.019
H -0.35341 3.86624 4.46597 0.019
H -1.79453 4.79857 4.00959 -0.001
H -0.83516 5.28828 5.40334 0.008
H -2.15583 6.60912 0.75021 0.000
H -2.03713 5.92559 -0.86908 0.008
H -0.78982 7.04321 -0.29726 0.020
H -1.11711 2.65292 1.80533 0.016
H -2.24840 3.05530 0.50412 0.006
H -2.35726 3.90000 2.04737 0.001
H 0.98580 3.10923 -0.51631 0.000
H 1.10244 4.70749 -1.28426 0.011
H -0.31824 3.68485 -1.57641 0.005
```

The frontier orbital gap comes out at 5.430 eV. The total charge is -1. As for the multiplicity: 1.

[3]
DFT (ωB97M-V/def2-TZVPD) results for a cluster of 3 separate species, C24H52F3N10O8P3S in total.

```
101
Properties=species:S:1:pos:R:3:lowdin_charge:R:1
N -6.53279 1.94935 -2.25426 0.060
C -5.87467 2.67870 -1.36959 -0.199
C -4.52004 2.13527 -0.66022 -0.063
C -3.22096 2.91061 -1.21009 -0.383
O -3.81524 3.84119 -2.16685 -0.032
N -2.54139 3.73490 -0.13971 0.142
C -1.07286 3.52988 -0.04151 -0.325
O -0.35610 3.74645 0.95158 0.082
C -0.61998 2.91121 -1.48523 -0.166
C 0.73246 2.01662 -1.48690 -0.127
P 1.11046 1.20893 -3.14472 0.654
O 1.13976 -0.32073 -3.12817 -0.343
O 2.65373 1.71987 -3.71066 -0.180
O -0.04068 1.76060 -4.28494 -0.170
C -0.40716 4.24514 -2.34051 -0.332
F -1.26913 4.38873 -3.44647 0.086
F -0.58093 5.41391 -1.53446 0.078
F 0.91815 4.37715 -2.86541 0.062
C -1.96120 2.03879 -1.72802 -0.144
C -1.90852 0.47906 -1.33509 -0.178
C -1.96424 0.20013 0.24225 -0.433
S -0.68769 -1.06768 0.79875 0.904
C -0.39494 -0.67130 2.58983 -0.504
N -1.30768 0.05044 3.44353 -0.029
N -0.77659 0.20700 4.68927 0.006
C 0.48456 -0.44681 4.59311 -0.116
O 0.77101 -1.03009 3.33016 -0.042
H -5.99617 1.05882 -2.35084 0.038
H -6.24110 3.70523 -1.03142 0.123
H -4.51830 1.01128 -0.83427 0.098
H -4.64492 2.35052 0.46289 0.126
H -3.58814 3.57182 -3.08317 0.110
H -2.83555 3.53479 0.82689 0.134
H 1.61843 2.68549 -1.17469 0.113
H 0.64945 1.19560 -0.70256 0.093
H 3.31473 1.39617 -3.04754 0.081
H -0.63093 1.01568 -4.53136 0.089
H -2.16579 1.99590 -2.86216 0.140
H -2.86327 0.00457 -1.77669 0.126
H -1.03803 -0.06959 -1.83256 0.088
H -1.90874 1.13230 0.89243 0.080
H -2.97751 -0.29359 0.48677 0.091
H 1.21381 -0.49237 5.47128 0.141
O -2.58955 -4.48800 -0.20622 -0.292
P -1.90389 -5.74058 -0.79259 0.775
N -1.65626 -4.97521 -2.29557 -0.343
C -1.91947 -5.46910 -3.62876 -0.139
C -0.47180 -4.11824 -2.32597 -0.135
N -3.35900 -6.66810 -0.71102 -0.346
C -4.49757 -6.34260 -1.56329 -0.126
C -3.84320 -6.82428 0.66575 -0.145
N -1.06900 -7.18208 -1.45287 -0.306
C -1.73309 -8.31429 -2.08642 -0.137
C -0.10314 -7.69900 -0.46952 -0.154
H -1.15771 -6.18121 -3.96861 0.079
H -1.93535 -4.64232 -4.34643 0.085
H -2.89658 -5.93471 -3.72037 0.050
H 0.43845 -4.70822 -2.49383 0.080
H -0.35042 -3.58014 -1.38009 0.053
H -0.54851 -3.35695 -3.10712 0.079
H -4.70500 -5.26855 -1.59691 0.087
H -5.40650 -6.85167 -1.22900 0.083
H -4.33883 -6.70891 -2.57722 0.053
H -4.36119 -5.93030 1.02704 0.079
H -3.00794 -7.02117 1.34695 0.072
H -4.52294 -7.67845 0.74152 0.080
H -2.29724 -8.92624 -1.37474 0.084
H -0.98605 -8.96219 -2.55883 0.093
H -2.40332 -8.00781 -2.88826 0.061
H -0.61499 -8.17326 0.37599 0.074
H 0.51016 -6.87996 -0.08018 0.075
H 0.57921 -8.42270 -0.92231 0.079
O 5.75777 1.95687 3.08540 -0.283
P 5.19512 3.31712 2.62795 0.772
N 4.90588 3.84623 4.22589 -0.341
C 3.72807 4.47579 4.78070 -0.135
C 6.09499 4.37786 4.88686 -0.143
N 3.82584 2.58346 1.87243 -0.337
C 2.78484 1.94972 2.67395 -0.121
C 4.21013 1.65817 0.80101 -0.139
N 4.62241 4.90154 2.01786 -0.304
C 3.25530 5.19099 1.60059 -0.131
C 5.54180 5.40564 0.98478 -0.155
H 3.65546 5.53665 4.51208 0.079
H 3.74238 4.41703 5.87392 0.086
H 2.80739 3.97909 4.48831 0.053
H 6.28122 5.41841 4.59023 0.076
H 6.98090 3.79138 4.62602 0.070
H 6.00274 4.33180 5.97534 0.080
H 3.19192 1.31867 3.47038 0.087
H 2.12305 1.33117 2.05948 0.072
H 2.12437 2.69843 3.11024 0.059
H 4.54706 0.69149 1.18852 0.083
H 5.02742 2.07896 0.20434 0.074
H 3.37141 1.48905 0.11717 0.058
H 2.98517 4.69499 0.66232 0.077
H 3.13716 6.26985 1.44902 0.094
H 2.52246 4.92041 2.35915 0.064
H 5.45206 4.82596 0.05839 0.073
H 6.57654 5.33029 1.33455 0.075
H 5.35459 6.45930 0.76334 0.079
```

Its SMILES is [H]/N=C\C[C@@]1(O)NC(=O)[C@](CP(=O)(O)O)(C(F)(F)F)[C@H]1CCSc1nnco1.CN(C)P(=O)(N(C)C)N(C)C.CN(C)P(=O)(N(C)C)N(C)C. The frontier orbital gap comes out at 6.658 eV. The total charge is 0. As for the multiplicity: 1.